Molecular formula: C19H27FN4O4S
Method: DFT, wB97M-V/def2-TZVPD

The geometry in ORCA input format:
```
! RIJCOSX wB97M-V def2-TZVPD def2/J DEFGRID3
* xyz 0 1
C -1.44 -2.06 0.97
N -0.09 -1.92 0.46
C 0.59 -0.79 0.79
O 0.01 0.22 1.17
C 2.07 -0.78 0.65
C 3.02 -1.80 0.90
C 4.26 -1.24 0.71
S 5.78 -2.06 0.84
N 6.49 -1.34 2.14
O 5.46 -3.43 1.12
O 6.62 -1.71 -0.27
N 4.11 0.08 0.37
C 5.17 1.03 0.08
C 2.79 0.36 0.35
C 0.44 -3.00 -0.38
C 0.65 -4.30 0.41
C 1.80 -5.19 -0.07
C 1.89 -5.31 -1.59
N 0.59 -5.35 -2.26
C -0.35 -6.32 -2.04
O -1.54 -6.13 -2.27
C 0.07 -7.65 -1.52
F 1.37 -8.02 -1.69
C -0.75 -8.49 -0.90
C -0.54 -9.88 -0.36
C -2.09 -10.03 -0.31
C -2.23 -8.51 -0.61
C 0.08 -4.06 -2.71
C -0.49 -3.20 -1.59
H -1.64 -3.11 1.18
H -1.53 -1.49 1.89
H -2.19 -1.69 0.27
H 2.84 -2.82 1.19
H 6.24 -1.80 3.01
H 7.49 -1.28 2.01
H 4.72 2.00 -0.09
H 5.86 1.09 0.92
H 5.72 0.72 -0.81
H 2.43 1.35 0.13
H 1.40 -2.65 -0.76
H 0.82 -4.05 1.46
H -0.28 -4.88 0.39
H 2.76 -4.82 0.29
H 1.68 -6.19 0.36
H 2.40 -4.43 -2.00
H 2.50 -6.16 -1.87
H 0.01 -10.57 -0.99
H -0.09 -9.87 0.63
H -2.47 -10.64 -1.13
H -2.52 -10.38 0.62
H -2.48 -7.92 0.28
H -2.88 -8.20 -1.42
H 0.91 -3.54 -3.20
H -0.69 -4.23 -3.45
H -1.43 -3.65 -1.25
H -0.73 -2.21 -2.00
*
```

## Properties
energy above the lowest of the compared OMol25 structures with the same formula, charge and spin = 0.45 kcal per mole
orbital gap = 0.3490 hartree
E_LUMO = 0.5 eV
largest force on an atom = 0.011 Eh/bohr
E_HOMO = -9.04 eV
SMILES string = CN(C(=O)c1cc(S(N)(=O)=O)n(C)c1)[C@H]1CCCN(C(=O)C(F)=C2CCC2)CC1

natural (NBO) atomic charge list, values in e, 8 entries:
1 C -0.41
2 N -0.44
3 C 0.68
4 O -0.63
5 C -0.23
6 C -0.21
7 C -0.25
8 S 2.33

=====

Molecular formula: C2H12NO2
Method: DFT, wB97M-V/def2-TZVPD

The geometry in ORCA input format:
```
! RIJCOSX wB97M-V def2-TZVPD def2/J DEFGRID3
* xyz 1 1
C 1.42 0.09 -0.27
N 0.52 -1.11 -0.22
C 1.02 -2.23 0.61
H 1.52 0.44 0.76
H 0.85 0.88 -0.74
H 2.42 -0.22 -0.55
H -0.38 -0.70 0.15
H 0.34 -1.30 -1.20
H 0.82 -3.19 0.15
H 2.05 -2.04 0.87
H 0.50 -2.23 1.55
H -0.95 3.25 -0.61
H -2.33 3.80 -0.33
O -1.80 3.00 -0.23
H -2.58 0.05 -0.26
H -1.65 1.24 0.11
O -1.77 0.27 0.21
*
```

## Properties
energy above the lowest of the compared OMol25 structures with the same formula, charge and spin = 16.34 kcal per mole
orbital gap = 0.4652 hartree
E_LUMO = -3.0 eV
largest force on an atom = 0.041 Eh/bohr
E_HOMO = -15.70 eV

natural (NBO) atomic charge list, values in e, 8 entries:
1 C -0.42
2 N -0.53
3 C -0.43
4 H 0.23
5 H 0.23
6 H 0.24
7 H 0.48
8 H 0.43

=====

Molecular formula: H80O40
Method: DFT, wB97M-V/def2-TZVPD

The geometry in ORCA input format:
```
! RIJCOSX wB97M-V def2-TZVPD def2/J DEFGRID3
* xyz 0 1
H 0.12 6.13 2.53
H -1.35 6.26 2.48
O -0.65 5.70 2.28
H -0.26 0.80 -4.77
H -0.63 1.96 -3.73
O 0.04 1.24 -4.06
H 2.24 -0.54 2.61
H 1.62 -1.75 3.23
O 2.33 -1.06 3.33
H -4.11 0.28 -2.72
H -3.56 -0.41 -3.98
O -3.74 0.49 -3.58
H -4.25 -1.98 -0.67
H -5.33 -1.72 -1.83
O -4.58 -1.34 -1.33
H 2.54 1.72 5.60
O 1.98 1.10 5.18
H 6.06 -2.06 -0.38
O 5.60 -2.28 0.44
H 5.21 1.89 -0.05
H 5.94 3.01 0.36
O 5.99 2.06 0.50
H 1.12 -1.19 -1.77
H 2.13 -2.19 -0.95
O 1.12 -2.04 -1.36
H -0.36 -0.20 -0.50
H -0.16 1.25 -1.27
O -0.11 0.31 -1.27
H -6.40 1.58 0.62
H -5.06 2.02 -0.10
O -5.53 1.70 0.81
H 2.27 2.69 -5.93
O 1.38 2.67 -6.23
H 0.13 -1.76 6.15
H 1.42 -1.14 5.80
O 0.84 -1.23 6.65
H 3.34 4.20 -1.14
H 4.07 3.86 -2.58
O 4.07 3.66 -1.62
H 3.13 -1.09 0.30
H 3.34 -2.48 0.78
O 3.49 -1.97 0.02
H 3.64 3.97 2.09
H 4.13 2.42 1.63
O 4.02 3.09 2.30
H -2.80 2.14 -4.70
H -1.66 3.11 -5.28
O -2.04 2.74 -4.40
H 3.14 2.49 -0.96
H 2.41 2.18 0.31
O 2.86 1.71 -0.34
H 1.59 -3.11 -5.04
O 0.79 -2.78 -5.30
H 5.97 -2.36 2.59
H 4.68 -1.76 3.04
O 5.36 -2.30 3.32
H 1.20 0.19 -3.27
O 2.03 0.58 -3.05
H 1.09 4.37 -1.57
H 1.59 5.76 -0.90
O 1.82 4.96 -1.38
H -0.50 -3.40 0.29
H -0.86 -4.15 1.59
O -1.22 -3.58 0.88
H 0.07 -3.48 4.08
H -0.41 -2.61 3.09
O 0.54 -2.89 3.48
H 0.80 0.94 4.52
H -0.20 2.00 4.16
O -0.26 1.07 4.43
H 4.65 -2.52 -1.56
H 5.46 -3.27 -2.56
O 5.33 -2.54 -2.00
H -3.46 -4.46 0.05
H -3.24 -5.79 0.98
O -3.56 -4.82 0.88
H -1.02 -6.18 0.62
H -0.60 -6.07 2.12
O -1.26 -6.03 1.53
H -2.64 5.38 0.59
H -1.71 4.17 1.04
O -2.59 4.46 0.69
H -1.65 4.00 -1.57
H -1.32 4.23 -3.12
O -0.96 4.28 -2.16
H -1.46 -4.22 -4.38
H -0.36 -3.85 -3.21
O -0.97 -4.36 -3.56
H -3.11 -2.93 -1.92
O -3.70 -3.72 -1.82
H -3.31 -3.08 4.01
H -3.20 -3.71 2.51
O -2.77 -3.15 3.17
H 0.91 -1.75 -5.41
H 2.15 0.20 5.67
H 2.03 0.96 -2.23
H 5.63 -1.35 0.81
H 1.14 3.07 -5.43
H -3.14 -4.36 -2.24
O -5.10 -0.65 3.89
H -5.44 -1.30 3.32
H -5.32 0.22 3.79
O -3.33 0.63 0.01
H -3.68 -0.16 -0.32
H -3.66 0.69 1.01
O -1.59 -1.73 4.68
H -1.26 -0.95 4.24
H -2.58 -1.71 4.77
O -4.46 2.00 -1.77
H -3.90 2.80 -1.87
H -4.02 1.27 -1.26
O -3.07 -0.50 2.19
H -3.45 -0.58 2.97
H -3.14 -1.28 1.56
O 1.64 0.08 -6.48
H 2.27 0.01 -5.57
H 1.15 0.98 -6.24
O 1.47 2.68 1.59
H 1.36 1.96 2.32
H 1.64 3.49 2.19
*
```

## Properties
energy above the lowest of the compared OMol25 structures with the same formula, charge and spin = 376.69 kcal per mole
orbital gap = 0.3317 hartree
E_LUMO = -0.6 eV
largest force on an atom = 0.289 Eh/bohr
E_HOMO = -9.67 eV

Mulliken atomic charge list, values in e, 8 entries:
1 H 0.26
2 H 0.26
3 O -0.52
4 H 0.19
5 H 0.20
6 O -0.27
7 H 0.07
8 H 0.47

=====

Molecular formula: C33H57ClN2O2SiYb
Method: DFT, wB97M-V/def2-TZVPD

The geometry in ORCA input format:
```
! RIJCOSX wB97M-V def2-TZVPD def2/J DEFGRID3
* xyz 1 2
O -1.82 2.68 -2.54
O -1.78 3.05 -4.91
C -3.22 2.47 -2.10
C -3.78 3.46 -1.11
H -3.32 1.45 -1.71
H -3.83 2.51 -3.02
H -3.43 3.28 -0.09
H -4.87 3.32 -1.09
H -3.60 4.51 -1.38
C -1.04 3.61 -1.71
C -0.95 4.98 -2.32
H -0.03 3.18 -1.61
H -1.50 3.62 -0.72
H -0.52 4.99 -3.32
H -0.29 5.59 -1.69
H -1.92 5.48 -2.36
C -0.58 2.13 -5.08
C -2.94 2.82 -5.87
C 0.57 2.73 -4.34
H -0.47 2.15 -6.18
H -0.94 1.15 -4.72
H 0.55 3.82 -4.45
H 1.53 2.37 -4.72
H 0.53 2.41 -3.29
C -3.48 4.11 -6.44
H -3.76 2.24 -5.38
H -2.50 2.20 -6.66
H -3.84 4.80 -5.66
H -4.36 3.89 -7.08
H -2.73 4.63 -7.05
H -1.93 3.15 -3.90
N 0.96 0.00 1.20
C 1.88 -0.65 1.90
C 2.77 -1.57 1.33
C 2.93 -1.88 -0.04
C 2.02 -0.41 3.39
H 1.04 -0.34 3.89
H 2.58 0.53 3.56
H 2.58 -1.25 3.83
C 4.22 -2.56 -0.44
H 4.72 -2.01 -1.25
H 4.03 -3.59 -0.78
H 4.89 -2.59 0.43
N 2.00 -1.67 -0.95
C 0.32 1.21 1.50
C -1.07 1.20 1.83
C -1.88 -0.07 1.84
C -1.68 2.42 2.12
H -2.74 2.42 2.42
C -0.97 3.62 2.05
H -1.47 4.56 2.29
C 0.37 3.62 1.65
H 0.92 4.56 1.56
C 1.02 2.42 1.34
C 2.43 2.42 0.84
C 2.16 -1.86 -2.34
C 1.77 -3.08 -2.96
C 1.47 -4.29 -2.12
C 1.72 -3.16 -4.35
H 1.40 -4.10 -4.81
C 2.04 -2.05 -5.14
H 1.97 -2.12 -6.23
C 2.53 -0.89 -4.54
H 2.85 -0.04 -5.15
C 2.60 -0.77 -3.16
C 3.12 0.49 -2.54
Yb -0.25 -1.52 -0.05
H -2.45 -0.21 0.90
H -2.64 -0.02 2.65
H -1.29 -0.98 2.04
H 2.56 1.75 -0.02
H 3.15 2.12 1.61
H 2.70 3.43 0.51
H 0.94 -5.03 -2.74
H 0.83 -4.07 -1.24
H 2.40 -4.76 -1.77
H 3.79 0.29 -1.69
H 2.30 1.14 -2.19
H 3.68 1.04 -3.30
H 3.50 -2.01 2.00
C -1.01 -1.21 -2.03
Si -2.30 -2.05 -3.07
H -0.14 -0.91 -2.66
H -1.42 -0.18 -1.77
C -3.90 -1.07 -3.11
C -2.45 -3.80 -2.39
C -1.66 -1.79 -4.81
H -2.01 -2.57 -5.49
H -0.57 -1.76 -4.84
H -2.04 -0.83 -5.20
H -4.50 -1.13 -2.20
H -4.51 -1.39 -3.96
H -3.65 -0.01 -3.28
H -2.69 -3.75 -1.32
H -1.51 -4.36 -2.48
H -3.24 -4.35 -2.91
Cl -0.71 -3.77 0.92
*
```

## Properties
energy above the lowest of the compared OMol25 structures with the same formula, charge and spin = 33.05 kcal per mole
orbital gap (alpha / beta) = 0.2967 / 0.2966 hartree
E_LUMO (alpha / beta) = -2.0 / -2.0 eV
largest force on an atom = 0.058 Eh/bohr
E_HOMO (alpha / beta) = -10.08 / -10.08 eV

Mulliken atomic charge list, values in e, 8 entries:
1 O -0.13
2 O -0.05
3 C 0.48
4 C -1.38
5 H -0.03
6 H 0.08
7 H 0.29
8 H 0.46

=====

Molecular formula: C8H12N3
Method: DFT, wB97M-V/def2-TZVPD

The geometry in ORCA input format:
```
! RIJCOSX wB97M-V def2-TZVPD def2/J DEFGRID3
* xyz 1 1
C -1.43 2.57 1.25
C -0.67 1.69 0.51
C -1.89 0.59 2.05
C 1.11 -1.03 -0.25
C -0.35 -0.76 0.68
C -0.86 -2.11 0.97
C 0.42 -2.99 0.74
C 1.24 -2.36 -0.39
N -2.10 1.79 2.21
N -0.81 0.39 1.00
N -0.18 3.41 -2.04
H -1.61 3.53 1.28
H -0.16 1.80 -0.36
H -2.33 -0.30 2.50
H 1.53 -0.18 -0.83
H -1.20 -2.30 1.90
H -1.53 -2.29 0.18
H 1.03 -2.88 1.64
H 0.14 -4.00 0.53
H 2.13 -2.81 -0.80
H -0.02 3.72 -3.03
H 0.14 4.07 -1.35
H -1.14 3.32 -1.73
*
```

## Properties
energy above the lowest of the compared OMol25 structures with the same formula, charge and spin = 96.53 kcal per mole
orbital gap = 0.2867 hartree
E_LUMO = -5.4 eV
largest force on an atom = 0.149 Eh/bohr
E_HOMO = -13.17 eV

natural (NBO) atomic charge list, values in e, 8 entries:
1 C 0.00
2 C -0.05
3 C 0.25
4 C -0.23
5 C 0.54
6 C -0.51
7 C -0.41
8 C -0.10

=====

Molecular formula: C6H10O
Method: DFT, wB97M-V/def2-TZVPD

The geometry in ORCA input format:
```
! RIJCOSX wB97M-V def2-TZVPD def2/J DEFGRID3
* xyz 0 1
C -1.55 -1.31 -0.65
C -0.68 0.39 -0.45
C 0.13 -0.28 1.89
C 1.16 -0.66 0.89
C 0.26 0.58 0.63
C -0.53 1.00 -1.77
O 0.80 1.82 0.53
H -1.51 -1.41 -1.63
H -1.52 -2.13 0.11
H -0.89 -0.82 2.04
H 0.43 0.13 2.87
H 2.25 -0.68 1.21
H 1.08 -1.54 0.16
H -0.55 2.04 -1.73
H 0.47 0.65 -2.18
H -1.10 0.52 -2.47
H 1.74 1.70 0.54
*
```

## Properties
energy above the lowest of the compared OMol25 structures with the same formula, charge and spin = 148.50 kcal per mole
orbital gap (alpha / beta) = 0.3356 / 0.2808 hartree
E_LUMO (alpha / beta) = 0.5 / 0.3 eV
largest force on an atom = 0.152 Eh/bohr
E_HOMO (alpha / beta) = -8.60 / -7.34 eV

natural (NBO) atomic charge list, values in e, 8 entries:
1 C -0.35
2 C 0.14
3 C -0.43
4 C -0.46
5 C 0.12
6 C -0.70
7 O -0.68
8 H 0.13

=====

Molecular formula: C5H6O
Method: DFT, wB97M-V/def2-TZVPD

The geometry in ORCA input format:
```
! RIJCOSX wB97M-V def2-TZVPD def2/J DEFGRID3
* xyz 0 1
C 2.56 0.81 -0.25
C 1.45 0.34 -0.23
C 0.33 -0.42 0.28
C -0.91 -1.07 -0.32
C -1.07 0.15 0.53
O -1.54 1.35 0.01
H 3.44 1.37 -0.47
H 0.83 -1.07 1.00
H -1.17 -1.04 -1.37
H -1.18 -1.99 0.19
H -1.52 0.05 1.52
H -1.21 1.52 -0.89
*
```

## Properties
energy above the lowest of the compared OMol25 structures with the same formula, charge and spin = 71.76 kcal per mole
orbital gap = 0.3729 hartree
E_LUMO = 0.9 eV
largest force on an atom = 0.022 Eh/bohr
E_HOMO = -9.29 eV
SMILES string = C#C[C@@H]1C[C@@H]1O

natural (NBO) atomic charge list, values in e, 8 entries:
1 C -0.23
2 C -0.02
3 C -0.36
4 C -0.44
5 C 0.13
6 O -0.69
7 H 0.23
8 H 0.25

=====

Molecular formula: C2H9NO
Method: DFT, wB97M-V/def2-TZVPD

The geometry in ORCA input format:
```
! RIJCOSX wB97M-V def2-TZVPD def2/J DEFGRID3
* xyz 0 1
C 0.61 1.06 -0.75
O -0.40 0.66 0.17
C -1.81 0.74 -0.08
H 1.49 0.49 -0.70
H 0.40 0.74 -1.76
H 0.77 2.19 -0.71
H -2.16 -0.30 0.03
H -2.28 1.21 0.84
H -1.97 1.16 -1.09
N 1.51 -2.15 0.64
H 1.76 -2.25 1.65
H 1.04 -2.92 0.18
H 0.77 -1.40 0.67
*
```

## Properties
energy above the lowest of the compared OMol25 structures with the same formula, charge and spin = 34.83 kcal per mole
orbital gap = 0.3920 hartree
E_LUMO = 1.0 eV
largest force on an atom = 0.055 Eh/bohr
E_HOMO = -9.67 eV
SMILES string = COC.N

natural (NBO) atomic charge list, values in e, 8 entries:
1 C -0.26
2 O -0.59
3 C -0.25
4 H 0.21
5 H 0.17
6 H 0.17
7 H 0.18
8 H 0.19

=====

Molecular formula: C2H7N3
Method: DFT, wB97M-V/def2-TZVPD

The geometry in ORCA input format:
```
! RIJCOSX wB97M-V def2-TZVPD def2/J DEFGRID3
* xyz 0 1
N 1.61 -0.25 -0.09
C 0.18 -0.88 0.23
N -0.31 -1.63 -0.67
H 2.34 -0.64 0.51
H 1.89 -0.44 -1.05
H -1.19 -2.04 -0.39
H 0.18 -1.01 1.31
C -1.48 1.54 0.08
N -0.35 1.09 0.34
H 1.19 0.77 -0.10
H -1.73 2.61 0.08
H -2.33 0.90 -0.26
*
```

## Properties
energy above the lowest of the compared OMol25 structures with the same formula, charge and spin = 92.73 kcal per mole
orbital gap = 0.2816 hartree
E_LUMO = 0.7 eV
largest force on an atom = 0.040 Eh/bohr
E_HOMO = -6.95 eV

natural (NBO) atomic charge list, values in e, 8 entries:
1 N -0.81
2 C 0.31
3 N -0.83
4 H 0.42
5 H 0.41
6 H 0.36
7 H 0.15
8 C -0.07

=====

Molecular formula: C2H8ClMgN4O2
Method: DFT, wB97M-V/def2-TZVPD

The geometry in ORCA input format:
```
! RIJCOSX wB97M-V def2-TZVPD def2/J DEFGRID3
* xyz 1 1
Mg 10.44 -37.77 5.61
Cl 9.96 -36.31 4.74
C 11.22 -34.97 2.14
O 11.46 -34.68 0.97
N 10.33 -34.35 2.84
N 11.96 -35.70 2.92
H 9.93 -34.88 3.60
H 9.76 -33.73 2.29
H 12.70 -36.35 2.69
H 11.50 -35.87 3.80
C 6.82 -36.40 3.31
O 6.23 -36.96 4.18
N 8.12 -36.23 3.14
N 6.26 -35.62 2.36
H 8.45 -35.84 2.27
H 8.72 -36.52 3.90
H 5.29 -35.46 2.57
H 6.80 -34.98 1.80
*
```

## Properties
energy above the lowest of the compared OMol25 structures with the same formula, charge and spin = 104.77 kcal per mole
orbital gap = 0.1627 hartree
E_LUMO = -8.2 eV
largest force on an atom = 0.246 Eh/bohr
E_HOMO = -12.58 eV

natural (NBO) atomic charge list, values in e, 8 entries:
1 Mg 1.83
2 Cl -0.69
3 C 0.73
4 O -0.63
5 N -0.82
6 N -0.82
7 H 0.34
8 H 0.41

=====

Molecular formula: C23H25N2O2
Method: DFT, wB97M-V/def2-TZVPD

The geometry in ORCA input format:
```
! RIJCOSX wB97M-V def2-TZVPD def2/J DEFGRID3
* xyz 1 1
O 2.94 0.62 2.08
C 1.81 0.73 1.68
C 0.60 0.65 2.60
C -0.18 1.93 2.75
C -1.20 1.97 3.70
C -1.93 3.12 3.90
C -1.65 4.26 3.16
C -0.63 4.24 2.24
C 0.11 3.08 2.03
C -0.21 -0.58 2.21
C 0.46 -1.80 2.14
C -0.20 -2.95 1.76
C -1.55 -2.90 1.44
C -2.22 -1.70 1.52
C -1.56 -0.54 1.89
N 1.58 0.86 0.33
C 0.33 0.91 -0.37
C 0.11 -0.40 -1.13
N 1.24 -0.63 -2.07
C 1.05 -1.88 -2.88
C -0.06 -1.74 -3.87
C -0.05 -1.44 -5.20
C -1.40 -1.46 -5.62
C -2.13 -1.76 -4.51
O -1.33 -1.92 -3.44
C 2.53 -0.64 -1.33
C 2.70 0.68 -0.57
H 1.04 0.43 3.59
H -1.41 1.09 4.30
H -2.72 3.14 4.64
H -2.22 5.17 3.32
H -0.38 5.13 1.68
H 0.92 3.09 1.33
H 1.51 -1.84 2.41
H 0.33 -3.89 1.72
H -2.07 -3.80 1.16
H -3.28 -1.65 1.29
H -2.11 0.39 1.95
H -0.50 1.06 0.33
H 0.33 1.75 -1.07
H -0.82 -0.37 -1.69
H 0.08 -1.24 -0.43
H 1.27 0.16 -2.72
H 0.83 -2.70 -2.18
H 1.97 -2.09 -3.41
H 0.81 -1.26 -5.82
H -1.77 -1.28 -6.60
H -3.19 -1.88 -4.35
H 3.35 -0.79 -2.03
H 2.51 -1.47 -0.62
H 3.61 0.65 0.03
H 2.76 1.52 -1.27
*
```

## Properties
energy above the lowest of the compared OMol25 structures with the same formula, charge and spin = 0.00 kcal per mole
orbital gap = 0.3325 hartree
E_LUMO = -2.6 eV
largest force on an atom = 0.021 Eh/bohr
E_HOMO = -11.62 eV
SMILES string = O=C(C(c1ccccc1)c1ccccc1)N1CC[NH+](Cc2ccco2)CC1

natural (NBO) atomic charge list, values in e, 8 entries:
1 O -0.59
2 C 0.73
3 C -0.40
4 C 0.06
5 C -0.23
6 C -0.20
7 C -0.20
8 C -0.19

=====

Molecular formula: CH7NO
Method: DFT, wB97M-V/def2-TZVPD

The geometry in ORCA input format:
```
! RIJCOSX wB97M-V def2-TZVPD def2/J DEFGRID3
* xyz 0 1
C 0.15 0.06 -2.19
N 0.15 -0.58 -0.82
H -0.55 0.90 -2.11
H -0.19 -0.62 -2.99
H 1.15 0.46 -2.46
H -0.60 -1.27 -0.70
H 1.03 -1.10 -0.76
O -0.08 0.84 3.78
H -1.00 0.62 3.51
H -0.07 0.68 4.76
*
```

## Properties
energy above the lowest of the compared OMol25 structures with the same formula, charge and spin = 7.05 kcal per mole
orbital gap = 0.3801 hartree
E_LUMO = 1.1 eV
largest force on an atom = 0.027 Eh/bohr
E_HOMO = -9.28 eV
SMILES string = CN.O

natural (NBO) atomic charge list, values in e, 8 entries:
1 C -0.42
2 N -0.84
3 H 0.19
4 H 0.17
5 H 0.20
6 H 0.35
7 H 0.35
8 O -0.94